12
Properties=species:S:1:pos:R:3:forces:R:3:lowdin_charge:R:1 method="wB97M-V/def2-TZVPD" lumo_energy_ha="-0.0392 / -0.0436" homo_lumo_gap_ev="7.765 / 8.190" total_charge=0 spin_multiplicity=1 homo_ev="-8.831 / -9.376"
C -0.2555 0.6894 0.7891 2.6 -1.3 -1.3 -0.110
C -1.1997 -0.8902 -1.0365 1.2 1.3 0.1 -0.137
C -0.6656 -0.6588 0.3274 -1.2 -1.8 1.5 -0.352
N 2.4054 0.1033 1.1821 0.6 -0.6 0.9 -0.266
O 0.0620 -1.4037 -0.7056 0.5 1.3 1.1 -0.078
P 1.5347 1.0212 0.2874 -3.1 0.5 -0.2 0.570
H -0.6521 1.0233 1.7259 -0.1 0.2 0.3 0.055
H -1.8632 -1.6411 -1.2240 -2.2 -1.8 -0.2 0.079
H -1.2316 -0.1014 -1.7816 0.2 0.3 0.2 0.118
H -1.0412 -1.3648 1.1970 0.6 1.4 -2.0 0.176
H 1.4195 0.8177 -1.0821 0.3 -0.1 -0.5 -0.014
H 1.4873 2.4051 0.3209 0.5 0.7 0.1 -0.040



12
Properties=species:S:1:pos:R:3:forces:R:3:lowdin_charge:R:1 method="wB97M-V/def2-TZVPD" lumo_energy_ha="-0.0485 / -0.0217" homo_lumo_gap_ev="6.525 / 8.737" total_charge=0 spin_multiplicity=1 homo_ev="-7.844 / -9.328"
C 2.1078 0.2750 0.0925 0.3 -0.2 1.3 -0.375
C -1.4939 -1.1401 0.6233 0.0 -0.3 -0.1 -0.185
C 1.8435 0.4004 -1.2343 -0.5 0.3 -1.1 -0.003
N 2.3262 0.1489 1.2268 0.0 0.0 0.0 0.152
O -1.4038 0.2480 0.8470 0.0 0.2 0.3 -0.612
P -1.2769 1.3375 -0.3522 0.1 -0.3 -0.1 0.823
H -2.3460 -1.3912 -0.0119 0.0 0.0 0.0 0.077
H -1.6167 -1.5962 1.6034 0.0 -0.1 -0.1 0.088
H -0.5796 -1.5168 0.1620 0.1 0.0 0.0 0.069
H 2.1034 1.3016 -1.7599 0.0 0.1 0.0 0.052
H 1.4412 -0.4230 -1.7977 0.0 -0.1 0.0 0.050
H -1.1052 2.3560 0.6012 0.1 0.4 -0.1 -0.136



12
Properties=species:S:1:pos:R:3:forces:R:3:lowdin_charge:R:1 method="wB97M-V/def2-TZVPD" lumo_energy_ha=-0.0552 homo_lumo_gap_ev=8.574 total_charge=0 spin_multiplicity=1 homo_ev=-10.077
C 0.8626 0.6698 -0.2203 2.3 1.0 0.2 -0.128
C 0.7789 -0.6327 0.5626 -0.1 -0.4 2.0 -0.286
C 1.1427 -1.7683 -0.1886 -0.1 -3.0 -1.8 -0.307
N 1.3254 -2.7909 -0.6993 0.1 1.1 0.3 0.145
H 1.9731 0.8711 -0.4766 -1.4 0.0 1.2 0.104
H 0.5804 0.6572 -1.2831 -1.3 -0.2 0.7 0.077
H 0.4445 1.4667 0.4512 0.4 -0.4 -1.3 0.079
H -0.2579 -0.9055 1.0067 1.6 0.8 -0.5 0.131
H 1.5844 -0.7612 1.3889 -1.6 1.1 -0.7 0.152
O -3.0397 1.4874 -1.3582 0.1 -1.0 1.4 -0.600
P -3.0531 0.5020 -0.2293 0.7 1.5 0.1 0.741
H -2.3412 1.2045 1.0460 -0.7 -0.6 -1.5 -0.109



12
Properties=species:S:1:pos:R:3:forces:R:3:lowdin_charge:R:1 method="wB97M-V/def2-TZVPD" lumo_energy_ha=0.1502 homo_lumo_gap_ev=6.901 total_charge=-1 spin_multiplicity=1 homo_ev=-2.815
N -1.4393 -0.4541 -0.7323 0.3 -0.3 -0.2 -0.004
C -0.5885 0.6428 -0.2371 -0.3 -0.4 -0.3 -0.490
C -0.5963 0.6208 1.2804 0.0 0.1 0.2 -0.266
O -1.5797 0.7013 1.9763 -0.1 0.0 -0.1 0.016
C 0.8643 0.6148 -0.7108 0.1 -0.2 -0.5 -0.755
S 1.6310 -1.0286 -0.5646 0.0 0.0 0.2 0.145
H -0.9239 -1.3108 -0.5018 0.0 0.1 0.1 0.005
H -1.3394 -0.4530 -1.7473 -0.1 0.2 0.0 0.055
H -1.0924 1.5589 -0.5697 0.1 0.2 0.2 0.128
H 0.3987 0.5529 1.7559 0.1 0.0 -0.1 0.103
H 0.9610 0.9632 -1.7478 -0.3 0.0 0.0 0.033
H 1.3958 1.3599 -0.1314 0.3 0.3 0.4 0.028



12
Properties=species:S:1:pos:R:3:forces:R:3:lowdin_charge:R:1 method="wB97M-V/def2-TZVPD" lumo_energy_ha=-0.2291 homo_lumo_gap_ev=9.581 total_charge=+1 spin_multiplicity=1 homo_ev=-15.814
C -0.0065 0.1184 1.2268 -0.6 2.0 4.1 -0.066
N 0.2285 -0.3551 -0.1170 -0.8 -0.6 -0.8 -0.461
C 0.4743 0.8196 -1.0453 -0.2 -0.7 -0.7 0.036
S 0.8824 -2.1229 -0.4954 -2.1 1.8 0.4 1.077
C -0.8027 -1.2829 -0.4530 4.0 -1.3 -0.5 -0.637
O -1.9313 -1.3094 -0.5739 -2.3 -0.2 -0.3 0.271
H 0.8617 0.5913 1.7535 -0.2 -0.7 -1.0 0.131
H -0.8079 0.9334 1.3330 1.0 -1.0 -1.2 0.151
H -0.4234 -0.5892 1.9770 0.6 -0.4 -1.1 0.128
H -0.4261 1.4259 -0.8771 0.6 0.3 -0.1 0.118
H 1.3783 1.1686 -0.5626 0.1 0.9 -0.7 0.107
H 0.5726 0.6023 -2.1658 0.0 -0.2 1.9 0.148



11
Properties=species:S:1:pos:R:3:forces:R:3:lowdin_charge:R:1 method="wB97M-V/def2-TZVPD" lumo_energy_ha=0.0111 homo_lumo_gap_ev=10.356 total_charge=0 spin_multiplicity=1 homo_ev=-10.055
C 0.3982 0.7595 -1.5456 0.9 1.1 -0.7 -0.323
C -0.6255 -0.9609 -0.2147 0.6 -3.0 1.4 -0.158
C 0.3451 0.1946 -0.2430 3.3 -1.4 1.4 -0.725
N 0.5824 1.2075 -2.5879 -0.3 0.0 -0.1 0.154
P 0.4420 1.2996 1.2266 -0.2 -0.3 1.1 0.789
H -1.5121 -0.7481 0.3870 0.2 0.1 0.1 0.055
H -1.0262 -1.3532 -1.1777 0.8 0.5 0.4 0.085
H -0.0355 -1.8347 0.3339 -1.6 1.5 -1.2 0.116
H 1.6098 -0.1773 0.0851 -3.5 0.6 -1.7 0.173
H 0.7683 0.1511 2.1240 -0.6 1.2 -0.7 -0.063
H -0.9465 1.4618 1.6123 0.5 -0.3 -0.2 -0.103



11
Properties=species:S:1:pos:R:3:forces:R:3:lowdin_charge:R:1 method="wB97M-V/def2-TZVPD" lumo_energy_ha=0.0229 homo_lumo_gap_ev=9.277 total_charge=0 spin_multiplicity=1 homo_ev=-8.653
C -0.1228 -0.5476 2.1325 1.7 1.1 2.4 -0.029
C -0.9291 -0.4502 1.0983 2.1 -1.7 0.1 -0.379
N -0.6797 -1.1167 -0.1129 0.3 0.8 -0.8 -0.264
P -0.2499 -0.3031 -1.3675 1.1 1.1 1.1 0.830
C 0.5319 1.0992 -1.7829 -0.7 -1.1 1.9 -0.264
H -0.1330 -0.0317 3.1793 -0.7 -1.0 -2.2 0.084
H 0.8402 -1.0420 1.9493 -0.4 0.0 0.1 0.050
H -1.8586 -0.0670 1.0308 -3.0 1.8 0.7 0.053
H -0.4997 -1.0909 -2.3822 -0.2 -1.2 -2.1 -0.038
H 0.8200 1.3001 -2.7690 0.0 0.0 -1.3 -0.033
H 0.8747 1.7792 -1.0240 -0.1 0.1 0.2 -0.010



13
Properties=species:S:1:pos:R:3:forces:R:3:lowdin_charge:R:1 method="wB97M-V/def2-TZVPD" lumo_energy_ha=-0.0264 homo_lumo_gap_ev=7.796 total_charge=0 spin_multiplicity=1 homo_ev=-8.515
C 3.3245 -1.3347 0.0278 -0.9 -0.5 0.0 -0.384
P 1.7770 -1.9616 -0.0414 1.4 0.1 0.0 0.647
N 0.8064 -0.6229 -0.0457 -0.3 0.4 0.3 -0.732
P 0.3274 0.4524 0.9775 -0.4 0.1 -0.9 0.791
C -0.8172 1.4106 -0.1337 0.1 -0.1 0.6 -0.360
H 4.1594 -2.0005 -0.1019 0.2 -0.2 0.1 -0.040
H 3.5364 -0.2859 0.1495 0.0 0.2 -0.1 -0.030
H -0.2824 1.7277 -1.0232 0.1 0.0 -0.1 0.025
H -1.6246 0.7385 -0.4339 0.0 0.0 0.0 -0.007
H -1.2338 2.2727 0.3837 0.0 0.1 0.0 0.011
C -3.0015 -1.7451 0.3372 1.7 -1.0 -0.5 -0.523
P -1.6902 -2.4779 -0.0399 -1.4 0.5 0.3 0.689
H -3.8813 -1.2281 0.6080 -0.6 0.3 0.1 -0.087



11
Properties=species:S:1:pos:R:3:forces:R:3:lowdin_charge:R:1 method="wB97M-V/def2-TZVPD" lumo_energy_ha="-0.1875 / -0.1875" homo_lumo_gap_ev="9.027 / 9.027" total_charge=+1 spin_multiplicity=1 homo_ev="-14.130 / -14.129"
C 0.9601 -1.3891 0.3044 -0.2 0.1 0.2 0.098
C 1.0354 -0.0528 0.3465 0.6 0.8 -1.6 -0.113
C -0.1471 0.8160 0.1867 -4.3 -4.7 2.2 -0.260
O -1.2424 0.3181 -0.3085 1.9 -0.2 3.6 -0.272
Na -3.1375 -0.7404 0.6544 0.4 0.3 -0.3 0.856
H 1.8593 -2.0059 0.3183 -0.3 0.2 0.2 0.089
H -0.0039 -1.9028 0.3349 0.3 0.2 -0.3 0.070
H 2.0045 0.4509 0.3746 -0.2 -0.2 0.2 0.117
H -0.2814 1.5801 0.9705 0.5 1.0 -1.1 0.141
H -0.1196 1.6697 -1.4535 -3.0 -0.5 -3.0 0.101
H -0.9273 1.2562 -1.7283 4.2 3.0 -0.2 0.170



10
Properties=species:S:1:pos:R:3:forces:R:3:lowdin_charge:R:1 method="wB97M-V/def2-TZVPD" lumo_energy_ha=0.0422 homo_lumo_gap_ev=10.786 total_charge=0 spin_multiplicity=1 homo_ev=-9.638
O 1.5798 -0.6865 -0.2246 0.1 -0.1 0.1 -0.029
C 0.3083 -0.2781 -0.6489 -0.2 0.0 -0.2 -0.395
C -0.1851 0.9733 0.0221 -0.1 0.0 0.2 -0.092
C -0.7819 -0.4034 0.3512 -0.1 0.0 0.1 -0.108
H 1.5518 -0.6868 0.7424 0.2 -0.1 -0.2 0.089
H 0.1546 -0.5271 -1.6941 0.0 0.1 0.2 0.142
H -0.8822 1.7214 -0.3411 0.2 -0.3 -0.5 0.091
H 0.6299 1.4369 0.5791 -0.4 -0.3 0.4 0.102
H -1.7703 -0.5971 -0.0636 0.1 0.3 0.2 0.100
H -0.6048 -0.9527 1.2774 0.1 0.3 -0.2 0.101



10
Properties=species:S:1:pos:R:3:forces:R:3:lowdin_charge:R:1 method="wB97M-V/def2-TZVPD" lumo_energy_ha=0.0415 homo_lumo_gap_ev=10.782 total_charge=0 spin_multiplicity=1 homo_ev=-9.652
C -0.4226 0.6195 -0.1201 -1.9 2.5 1.6 -0.191
C 1.0174 0.2740 0.0497 3.1 1.5 0.0 -0.252
C -0.6305 -0.8233 0.0456 -2.0 -3.2 -0.5 -0.205
H -1.0816 1.3187 0.5748 1.9 -1.3 -1.1 0.153
H -0.6124 0.9622 -1.1117 -0.2 0.1 -0.8 0.092
H 1.7494 0.7181 -0.6849 -0.8 -0.4 0.5 0.127
H 1.4780 0.4809 1.0329 -0.4 -0.2 -0.1 0.116
H -0.8394 -1.1672 1.0948 -0.2 0.4 -1.0 0.121
H -1.4752 -1.2647 -0.7009 2.4 0.4 1.6 0.155
O 0.8169 -1.1183 -0.1802 -1.9 0.2 -0.2 -0.116



10
Properties=species:S:1:pos:R:3:forces:R:3:lowdin_charge:R:1 method="wB97M-V/def2-TZVPD" lumo_energy_ha=0.0352 homo_lumo_gap_ev=10.597 total_charge=0 spin_multiplicity=1 homo_ev=-9.639
C -1.1630 -0.0532 0.5020 -0.1 -0.1 -0.1 -0.028
C -0.0398 0.5525 -0.2831 0.0 0.1 -0.1 -0.529
C 1.2341 -0.2431 -0.2625 0.2 0.1 -0.1 -0.026
O -0.2086 1.5377 -0.9679 0.3 -0.2 0.3 0.062
H -1.7747 0.6978 1.0085 -0.1 -0.2 -0.4 0.089
H -1.6536 -0.5222 -0.3595 -0.8 -0.1 0.5 0.102
H -0.8797 -0.8519 1.1917 0.1 0.2 -0.1 0.075
H 1.7054 -0.2337 -1.2447 0.1 0.1 0.1 0.085
H 1.8759 0.2607 0.4655 0.2 -0.1 -0.1 0.094
H 1.0673 -1.2688 0.0832 0.1 0.2 -0.1 0.077